(1)
52
Properties=species:S:1:pos:R:3:forces:R:3 method="wB97M-V/def2-TZVPD" lumo_ev=2.19 charge=-1 e_homo_ev=-4.38 e_tot_ha=-1210.2319 homo_lumo_gap_ha=0.2412
C 5.800711 -2.670544 1.964246 -0.1223 0.0770 -0.0007
In 4.603438 -1.533369 0.481171 0.0642 -0.0757 0.0593
C 2.695817 -0.766332 1.361593 -0.0230 -0.0028 0.0315
C 1.421898 -1.286098 0.683017 -0.1908 0.0226 -0.2165
C 0.713406 -2.397738 1.461107 -0.0051 -0.0337 0.2702
C -0.212770 -3.260063 0.616241 0.1824 0.0920 -0.1507
N -1.322696 -2.498488 0.028279 -0.0708 -0.2322 -0.2203
H 5.273415 -2.665634 2.924396 0.0867 -0.0393 -0.0042
H 5.918022 -3.708903 1.645476 0.0255 -0.0089 0.0324
H 6.793805 -2.239613 2.114627 -0.0212 -0.0214 0.0106
H 5.511941 -0.126403 -0.145895 0.0500 -0.0265 0.0323
H 4.114101 -2.596345 -0.871531 -0.0273 0.0194 -0.0528
H 2.735272 0.324188 1.290776 0.0148 0.0178 0.0175
H 2.655917 -1.000452 2.432238 0.0186 0.0311 -0.0046
H 1.630540 -1.682756 -0.321324 0.0752 0.0305 0.0510
H 0.714339 -0.457189 0.527935 -0.0407 -0.0475 -0.0254
H 0.110988 -1.953177 2.265215 0.1493 -0.0245 0.0961
H 1.466430 -3.035889 1.940263 -0.0224 0.0271 -0.1033
H 0.377139 -3.708637 -0.192090 -0.0253 -0.0039 0.0442
H -0.609922 -4.085177 1.214288 -0.0416 0.0331 -0.0185
H -1.176289 -1.506381 0.128521 0.0532 0.1103 0.0174
H -2.206805 -2.735922 0.445706 -0.1053 0.0360 0.1608
C -3.887376 0.095243 0.079153 -0.0223 -0.0072 -0.0511
C -4.787926 0.506001 1.218565 0.0543 0.0750 0.1008
O -6.183064 0.393674 0.863085 -0.0088 0.0012 -0.0718
C -6.689845 -0.829294 0.946129 -0.0334 0.0173 0.0053
O -6.128596 -1.813882 1.349974 0.0454 -0.0877 0.0178
O -7.953345 -0.788996 0.513975 -0.0466 0.0131 0.0017
C -8.629981 -2.046980 0.567408 -0.0054 0.0277 -0.0210
H -4.106560 0.681769 -0.813061 0.0135 0.0010 -0.0042
H -2.847896 0.270047 0.356710 0.0150 0.0078 0.0005
H -4.002796 -0.962378 -0.154102 -0.0019 0.0070 0.0068
H -4.669386 1.559415 1.462312 0.0306 0.0003 0.0008
H -4.604985 -0.090993 2.110417 0.0065 -0.0096 -0.0023
H -8.603017 -2.454458 1.575767 -0.0149 -0.0034 0.0136
H -8.168914 -2.758209 -0.115712 0.0076 -0.0037 -0.0032
H -9.650411 -1.834721 0.264598 -0.0193 -0.0351 -0.0011
C 2.495945 5.966366 -2.867347 -0.0311 -0.0097 0.0122
C 2.963257 5.405335 -1.541826 0.0205 0.0418 0.0917
O 2.416547 4.107346 -1.286820 -0.0365 -0.0166 -0.0637
C 3.054379 3.097513 -1.905112 -0.0349 0.0869 0.0266
O 4.020551 3.228623 -2.612709 0.0863 -0.0315 -0.0677
O 2.434291 1.976138 -1.606351 -0.0151 -0.0742 0.1009
C 3.077036 0.771968 -2.075053 -0.0919 -0.0772 -0.0620
H 1.406266 5.989154 -2.906458 -0.0011 0.0007 -0.0169
H 2.866250 6.985898 -2.986274 0.0068 0.0113 -0.0112
H 2.871579 5.363297 -3.692192 -0.0007 -0.0053 0.0026
H 2.604580 6.009670 -0.709907 0.0139 0.0344 -0.0111
H 4.050215 5.347697 -1.499396 0.0039 0.0158 -0.0111
H 4.078897 0.683927 -1.662682 -0.0011 0.0474 0.0096
H 3.106914 0.770576 -3.163648 0.0124 0.0031 0.0000
H 2.458697 -0.038824 -1.703699 0.0242 -0.0112 -0.0187

***

(2)
47
Properties=species:S:1:pos:R:3:forces:R:3 method="wB97M-V/def2-TZVPD" de_lowest_kcal_mol=0.0 lumo_ev=2.87 charge=-1 e_homo_ev=-7.04 e_tot_ha=-1128.1314 homo_lumo_gap_ha=0.3642
C 2.294529 -0.607110 0.423240 0.7626 -0.2782 0.5030
C 1.465438 -1.054877 -0.796671 -0.3959 -1.0754 0.1406
C 0.657480 0.006773 -1.519871 0.3437 0.5375 -1.0738
O 1.428742 0.708324 -2.511991 0.0532 -0.0691 -0.1971
N 1.919676 0.701455 1.018796 0.6413 -0.0456 -0.2994
C 0.650321 0.703000 1.751513 0.5713 0.4814 0.5266
O 0.791200 0.040705 2.968678 -0.4512 -0.7488 0.4536
H 2.235469 -1.428191 1.170988 -0.0139 0.4551 -0.1750
H 3.384066 -0.577906 0.157837 -0.8300 0.2546 0.1208
H 2.140027 -1.581851 -1.517719 -0.5791 0.5173 0.4307
H 0.769550 -1.866325 -0.447682 0.6227 0.6154 -0.4163
H -0.139240 -0.420673 -2.147222 0.0711 -0.1245 0.7457
H 0.233761 0.766526 -0.839974 -0.0418 -0.5898 -0.0881
H 2.210796 1.150165 -2.120803 0.0614 -0.2175 0.0519
H 2.679001 0.967224 1.682299 -1.0181 -0.2859 -0.5351
H 0.423146 1.752384 2.030452 0.0051 -0.2681 -0.5216
H -0.179237 0.290593 1.157619 0.5290 0.2920 0.0976
H 0.419208 2.175699 -2.651718 1.2817 -1.8618 -0.7146
H -0.831968 2.542341 -1.959721 -2.3411 -1.0684 1.3709
O -0.114446 2.903840 -2.403701 0.7494 3.0330 -0.8354
H -2.316240 -0.690794 -0.710214 -0.0511 -0.0353 -0.2021
H -2.261709 0.662897 -1.352998 0.3845 1.6307 0.1581
O -2.558796 -0.205177 -1.523800 -0.7592 -1.6608 -0.5847
H -2.209001 1.407108 0.556546 -0.4386 -0.7246 1.9571
H -1.401154 2.748167 0.283470 -0.2811 -0.4072 0.3349
O -1.880128 2.002832 -0.097263 0.8888 1.7899 -2.1480
H 1.428405 2.823271 0.100740 -0.4051 -2.4364 1.7093
H 0.953996 3.480224 -1.169055 0.0286 0.0614 0.1801
O 1.591517 3.562871 -0.419245 0.2720 2.4981 -1.6829
H -1.137931 -4.447309 -0.230258 -0.9545 -0.5085 -1.2406
H -0.953084 -3.130859 0.515272 0.0386 -0.7787 -0.1633
O -0.622856 -4.061249 0.446047 1.2489 0.7342 1.5417
H 2.946301 2.739644 -1.187609 0.1211 0.0292 0.1398
H 3.462379 1.439107 -0.588027 0.0246 0.4879 -0.6153
O 3.512927 1.969518 -1.412529 0.3105 -0.3669 0.6260
H -2.939657 -2.634094 -1.960343 0.5040 -0.8892 1.5304
H -2.447238 -2.677257 -0.462613 -0.0101 0.3551 -0.2007
O -2.699931 -3.248673 -1.207441 -0.8450 0.3881 -1.7617
H -0.378116 -3.049408 2.779250 -0.5647 1.2390 0.1254
H 0.274859 -0.809595 2.957929 0.2666 0.2178 0.1241
O -0.758916 -2.140550 2.901730 0.0651 -1.0749 -0.8091
H -2.161184 0.305920 2.675574 1.5287 -0.1410 2.9788
H -2.337801 -0.525114 1.377166 -0.0825 1.4117 0.6081
O -2.583543 0.362313 1.872912 -1.6728 -0.9202 -3.2863
H -0.725006 -1.305144 0.211231 -0.0140 0.2199 -0.1005
H -1.212742 -1.941186 1.979557 0.6651 -0.3583 1.0412
O -1.577520 -1.565062 0.565250 -0.2898 -0.3139 0.1553

***

(3)
57
Properties=species:S:1:pos:R:3:forces:R:3 method="wB97M-V/def2-TZVPD" de_lowest_kcal_mol=1.1 lumo_ev="-7.25 / -7.25" charge=+2 e_homo_ev="-14.24 / -14.24" e_tot_ha=-3513.5426 homo_lumo_gap_ha="0.2569 / 0.2569"
W 1.371907 -0.634022 -0.135921 -0.1586 -0.1167 0.3562
O 6.381411 -2.438569 1.662146 0.0206 -0.0342 -0.0412
C 5.382261 -2.365632 1.034011 -0.0350 0.0695 0.0913
S 3.836406 -3.121913 1.534971 0.0364 0.0180 -0.0470
C 2.885552 -2.501796 0.207605 -0.0720 -0.1427 0.1200
C 3.538186 -1.712310 -0.734504 0.0412 -0.0169 -0.0339
S 2.674181 -0.843318 -1.976644 0.0691 0.1344 -0.0569
S 5.238241 -1.430777 -0.494648 -0.0099 -0.0032 -0.0253
S 1.180343 -2.892724 0.178696 0.0583 0.0108 -0.1436
N -1.290022 1.016065 0.104441 0.0213 0.0455 -0.0239
P -1.136437 -0.671331 -0.075823 0.0115 -0.0095 -0.0030
C -1.989524 -1.434562 1.301808 0.0060 0.0199 0.0157
C -2.385429 -0.708597 2.424586 -0.0114 -0.0102 0.0023
C -3.002714 -1.358974 3.483145 0.0044 -0.0005 0.0004
C -3.217093 -2.728821 3.426049 -0.0018 0.0033 -0.0072
C -2.831157 -3.453499 2.304643 0.0072 -0.0067 0.0051
C -2.221339 -2.811109 1.240766 -0.0142 -0.0071 0.0004
C -1.969726 -1.222073 -1.556311 0.0044 -0.0058 -0.0204
C -1.260851 -1.491504 -2.727004 -0.0168 0.0029 0.0102
C -1.943054 -1.861265 -3.875490 -0.0105 0.0029 -0.0008
C -3.327879 -1.952601 -3.858438 0.0084 -0.0035 0.0032
C -4.038203 -1.686515 -2.693279 -0.0041 -0.0051 0.0030
C -3.364358 -1.329302 -1.539188 -0.0175 -0.0056 0.0148
P 0.251218 1.507698 -0.284916 -0.0281 -0.0617 0.0927
C 0.337716 3.076823 -1.089883 0.0358 -0.0021 0.0107
C 0.072840 3.134485 -2.461335 -0.0003 0.0014 -0.0030
C 0.114520 4.358077 -3.104516 -0.0002 -0.0010 -0.0047
C 0.428528 5.507282 -2.387238 -0.0016 -0.0033 0.0103
C 0.698052 5.446386 -1.025496 -0.0010 0.0077 -0.0133
C 0.654203 4.229647 -0.366580 -0.0147 -0.0100 0.0081
C 1.342817 1.349752 1.145003 0.1272 0.0947 -0.1860
C 1.017129 0.496841 2.229255 -0.1099 -0.0235 -0.0346
C 2.015234 -0.027564 3.043303 0.0289 -0.0092 -0.0469
C 3.363534 0.273244 2.823100 0.0019 0.0312 -0.0303
C 3.710498 1.011330 1.713337 0.0092 -0.0910 0.0419
C 2.716801 1.466060 0.828222 -0.0396 0.0958 -0.0734
H -2.126400 1.583289 0.167111 -0.0070 -0.0058 0.0102
H -2.238011 0.363693 2.472134 -0.0110 0.0002 -0.0037
H -3.323313 -0.794261 4.348013 -0.0035 0.0002 -0.0016
H -3.699192 -3.233144 4.252535 -0.0035 0.0010 -0.0006
H -3.018515 -4.517406 2.254737 0.0049 -0.0010 0.0021
H -1.956973 -3.376067 0.353351 0.0099 -0.0015 0.0118
H -0.180989 -1.427765 -2.737778 0.0215 0.0073 0.0011
H -1.395841 -2.083966 -4.781309 0.0033 0.0023 0.0018
H -3.858118 -2.242389 -4.755708 -0.0020 0.0007 0.0004
H -5.116332 -1.769251 -2.682703 -0.0008 0.0012 -0.0044
H -3.919567 -1.149942 -0.625719 -0.0005 0.0117 -0.0205
H -0.161718 2.232987 -3.016211 0.0007 0.0031 -0.0017
H -0.090741 4.418750 -4.164241 0.0014 -0.0008 -0.0009
H 0.465067 6.460963 -2.896491 -0.0005 0.0008 0.0001
H 0.939303 6.347219 -0.478447 0.0013 0.0001 0.0011
H 0.857181 4.177862 0.696138 0.0046 0.0010 0.0000
H -0.020839 0.304431 2.472371 0.0285 0.0012 -0.0107
H 1.730164 -0.657205 3.876613 0.0026 0.0068 0.0101
H 4.121684 -0.096059 3.500135 -0.0025 -0.0051 0.0024
H 4.747901 1.226944 1.494693 -0.0015 0.0011 -0.0004
H 3.011479 2.036412 -0.047087 0.0096 0.0071 0.0126

***

(4)
43
Properties=species:S:1:pos:R:3:forces:R:3 method="wB97M-V/def2-TZVPD" de_lowest_kcal_mol=3.5 lumo_ev=-2.44 charge=+1 e_homo_ev=-11.73 e_tot_ha=-1908.2116 homo_lumo_gap_ha=0.3413
Pt -0.385347 -0.252453 0.082276 0.1811 0.0200 -0.1503
O 3.763898 1.739883 1.067950 -0.0356 -0.0429 -0.0880
C 2.685671 1.015880 0.769308 0.0814 -0.0383 0.2870
O 2.510468 0.455450 -0.277666 0.0249 -0.0373 -0.1206
C 1.774628 0.953833 1.988575 -0.1542 0.0827 -0.1768
O 0.387462 0.798618 1.680854 -0.0225 0.1512 0.1712
C -0.426365 2.014002 1.743120 0.0523 0.0334 -0.0879
C -0.792771 2.523393 0.345076 -0.0305 0.0091 -0.0443
O -1.096668 3.678369 0.195582 -0.0003 -0.0184 0.0318
O -0.793352 1.609459 -0.594310 -0.0163 -0.0704 0.0998
H 4.373804 1.716557 0.312909 0.0052 0.0235 0.0054
H 2.060366 0.102503 2.606064 0.1040 -0.0386 -0.0625
H 1.907580 1.869161 2.560436 -0.0186 -0.0593 0.0985
H -1.337608 1.731926 2.268654 -0.0050 0.0126 0.0094
H 0.098077 2.778217 2.310039 0.0136 0.0134 -0.0313
C -2.658127 -0.739802 -5.189585 -0.0070 -0.0206 0.0028
C -2.204971 -1.373873 -3.881979 -0.0307 0.0047 -0.0077
S -1.677333 -0.138937 -2.695293 0.0459 -0.0658 0.1071
O -1.284090 -1.092039 -1.514901 -0.0184 -0.0051 0.0184
C -3.247057 0.607519 -2.217193 0.0212 -0.0305 -0.0202
C -4.199553 -0.333173 -1.503142 -0.0168 0.0187 0.0016
H -2.871535 -1.528518 -5.909153 0.0064 0.0072 -0.0077
H -1.886021 -0.097789 -5.612727 -0.0002 0.0047 -0.0021
H -3.568525 -0.154446 -5.067489 0.0014 -0.0116 0.0002
H -1.316935 -1.991255 -4.017774 0.0083 0.0048 -0.0178
H -2.974320 -1.984780 -3.412001 0.0134 -0.0025 0.0128
H -3.657445 1.011724 -3.145430 0.0135 0.0110 0.0096
H -2.946033 1.448843 -1.595022 -0.0081 0.0076 -0.0009
H -4.555213 -1.137540 -2.145459 -0.0028 0.0019 -0.0043
H -5.069441 0.236414 -1.177973 0.0005 -0.0072 0.0063
H -3.729863 -0.770360 -0.623586 0.0072 -0.0065 -0.0047
S 0.051943 -2.304520 1.024210 -0.4283 0.0405 0.2634
C 1.255799 -3.054639 0.110569 0.4344 -0.2807 -0.4549
N 2.005350 -2.518478 -0.855172 -0.1949 0.0343 0.1072
C 3.045903 -3.442760 -1.306636 -0.0057 -0.0235 -0.0716
C 2.551395 -4.784140 -0.738173 0.1397 0.0069 0.0245
N 1.593660 -4.340164 0.269761 -0.0430 0.1070 0.1529
H 2.059133 -1.514757 -0.951614 0.0034 0.1014 -0.0288
H 4.017938 -3.160372 -0.899251 -0.0187 0.0154 0.0303
H 3.110573 -3.456126 -2.391819 0.0212 0.0061 0.0042
H 3.354347 -5.362690 -0.287231 -0.0035 -0.0061 -0.0210
H 2.060393 -5.394627 -1.496979 -0.0366 0.0230 -0.0044
H 1.080049 -4.962321 0.869246 -0.0814 0.0244 -0.0366